1.
{
  "formula": "C5H14NO2",
  "method": "ωB97M-V/def2-TZVPD",
  "charge": 0,
  "gap_ev": [9.37, 5.31],
  "e_above_lowest_kcal_mol": 82.22,
  "e_homo_ev": [-8.6, -8.5],
  "largest_force_ev_per_a": 5.9,
  "spin_multiplicity": 2,
  "species": ["O", "O", "N", "C", "C", "C", "C", "C", "H", "H", "H", "H", "H", "H", "H", "H", "H", "H", "H", "H", "H", "H"],
  "xyz": [[-2.2145, 0.1937, 1.2182], [-0.1145, 0.6108, 2.4864], [2.7100, 0.3505, -0.0408], [0.7506, -0.9491, -0.6710], [1.4271, -0.2907, 0.5120], [-2.0315, -0.6087, 0.1443], [-1.4031, 0.3574, -1.0367], [0.0387, 0.0614, -1.3860], [-1.4598, 1.3639, -0.6089], [0.6956, 0.5749, 0.9324], [3.1022, 0.8441, 0.6792], [1.8539, -1.0766, 1.1713], [-3.0380, -0.9228, -0.2872], [0.1386, -0.2146, -2.5092], [0.2632, -1.7711, -0.1244], [0.4849, 1.1361, -1.6243], [1.4344, -1.4811, -1.2957], [-1.4885, -1.4692, 0.3899], [-1.1571, 0.3773, 1.8883], [-1.9031, 0.3157, -2.0125], [2.4558, 1.1453, -0.6750], [-0.5449, 1.4527, 2.8498]],
  "lowdin_spin": [0.654, 0.097, 0.001, 0.002, 0.000, 0.092, 0.097, 0.017, -0.002, -0.001, 0.000, 0.000, 0.036, 0.003, 0.000, 0.003, 0.000, 0.001, -0.001, 0.003, 0.000, -0.001]
}

=====

2.
{
  "formula": "C5H14NO2",
  "method": "ωB97M-V/def2-TZVPD",
  "charge": 1,
  "gap_ev": 4.81,
  "e_above_lowest_kcal_mol": 168.35,
  "e_homo_ev": -13.2,
  "largest_force_ev_per_a": 2.3,
  "species": ["O", "O", "N", "C", "C", "C", "C", "C", "H", "H", "H", "H", "H", "H", "H", "H", "H", "H", "H", "H", "H", "H"],
  "xyz": [[0.8241, -1.3399, 1.5209], [0.4645, -1.6651, -0.8439], [-2.1932, 0.1768, -0.2112], [-1.0481, 0.2678, 0.4025], [-2.6375, -0.9183, -1.0737], [-0.1047, 1.2806, 0.1227], [1.0767, 1.4916, 0.8576], [2.3527, 1.1009, 0.0410], [-0.8214, -0.4800, 1.1644], [1.0600, 0.8963, 1.7361], [3.2602, 1.4794, 0.5209], [-2.4548, 1.0893, -0.5526], [0.6698, -1.6839, 0.1678], [1.0727, -2.1477, 1.9978], [2.3669, 1.5146, -0.9574], [1.1305, -2.0244, -1.4235], [2.4181, 0.0264, 0.0419], [-3.2061, -0.5177, -1.9037], [-0.3031, 1.9573, -0.6932], [-1.7347, -1.4696, -1.3908], [1.0872, 2.5991, 1.0314], [-3.2799, -1.6334, -0.5550]],
  "nbo_charge": [-0.995, -0.971, -0.347, 0.135, -0.446, 0.209, -0.525, -0.551, 0.306, 0.292, 0.249, 0.404, 0.488, 0.472, 0.220, 0.491, 0.258, 0.246, 0.218, 0.288, 0.308, 0.255]
}

=====

3.
{
  "formula": "C5H14NO2",
  "method": "ωB97M-V/def2-TZVPD",
  "charge": 1,
  "smiles": "[NH3+][C@@H](CO)CCCO",
  "gap_ev": 11.86,
  "e_above_lowest_kcal_mol": 27.67,
  "e_homo_ev": -14.7,
  "largest_force_ev_per_a": 2.1,
  "species": ["O", "O", "N", "C", "C", "C", "C", "C", "H", "H", "H", "H", "H", "H", "H", "H", "H", "H", "H", "H", "H", "H"],
  "xyz": [[-0.0761, 1.6681, -1.7673], [-0.5961, -2.9997, -0.2038], [0.5511, -0.7968, -1.0724], [0.3474, 1.7833, 0.6073], [0.3305, 0.3251, 1.1334], [-0.1953, -2.1162, 0.8777], [-0.2336, -0.7566, 0.2094], [-0.6429, 2.1627, -0.4842], [-0.3371, 0.3220, 1.9853], [-0.9667, -2.1416, 1.6464], [1.4318, -1.2963, -0.9757], [-0.7834, 3.2351, -0.4521], [-0.4652, -3.9202, 0.0444], [0.2689, 2.4102, -2.2847], [0.7668, -2.4714, 1.2501], [-1.2660, -0.5183, -0.0355], [-1.5895, 1.6206, -0.5046], [0.6684, 0.1816, -1.4091], [1.2944, 0.0993, 1.5679], [-0.0076, -1.1988, -1.8308], [1.3429, 1.9935, 0.2210], [0.1573, 2.4145, 1.4776]],
  "nbo_charge": [-0.784, -0.750, -0.701, -0.439, -0.429, -0.082, -0.066, -0.078, 0.237, 0.209, 0.434, 0.215, 0.495, 0.507, 0.192, 0.233, 0.192, 0.471, 0.230, 0.451, 0.219, 0.242]
}

=====

4.
{
  "formula": "C5H14NO2",
  "method": "ωB97M-V/def2-TZVPD",
  "charge": 1,
  "gap_ev": 11.49,
  "e_above_lowest_kcal_mol": 29.43,
  "e_homo_ev": -14.7,
  "largest_force_ev_per_a": 1.7,
  "species": ["O", "O", "N", "C", "C", "C", "C", "C", "H", "H", "H", "H", "H", "H", "H", "H", "H", "H", "H", "H", "H", "H"],
  "xyz": [[-1.3464, -3.1913, -0.7993], [-2.4340, 1.0711, 0.6538], [-0.7364, -0.6441, -0.2042], [1.0073, 1.0138, 0.4271], [-0.2050, 0.2064, 0.9122], [2.0923, -0.0244, 0.0524], [0.6764, 1.8492, -0.8299], [-1.4213, 1.1134, 1.2895], [-1.7294, -3.6803, -0.0560], [-0.0622, -0.4337, 1.7794], [-1.9513, -3.2291, -1.5453], [-0.3572, -0.4031, -1.1142], [1.3858, 1.6296, 1.2395], [-0.4108, 1.9161, -0.9641], [-1.7393, -0.4224, -0.2954], [2.2086, -0.7214, 0.8886], [1.7593, -0.7365, -0.7096], [1.0329, 1.3742, -1.7443], [1.0666, 2.8566, -0.8003], [3.0362, 0.4159, -0.2474], [-1.2395, 1.7124, 2.1825], [-0.6327, -1.6725, -0.1148]],
  "nbo_charge": [-0.974, -0.498, -0.714, -0.238, -0.147, -0.603, -0.642, 0.447, 0.502, 0.245, 0.505, 0.437, 0.247, 0.206, 0.453, 0.215, 0.190, 0.221, 0.258, 0.249, 0.163, 0.479]
}